Entry 1:
{
  "formula": "H2O4S2",
  "method": "the ωB97M-V functional and the def2-TZVPD basis",
  "symbols": ["O", "S", "O", "S", "O", "O", "H", "H"],
  "coordinates": [[-0.158, -1.293, -0.115], [-0.250, 0.011, 0.455], [0.833, -0.264, 2.003], [-1.684, 0.739, 1.528], [-0.358, 1.075, -1.075], [0.224, 0.573, -2.220], [1.654, -0.732, 2.013], [-0.260, -0.109, -2.588]],
  "atomic_forces_ev_per_a": [[0.050, -0.216, -0.751], [-0.434, -0.310, 2.563], [-2.327, 2.110, -1.767], [0.905, -0.181, -1.343], [0.128, -0.865, 1.513], [3.025, 2.816, 1.301], [1.169, -0.776, -0.981], [-2.517, -2.579, -0.534]],
  "mol_weight_g_mol": 130.15,
  "e_homo_ev": -10.20,
  "multiplicity": 1,
  "largest_force_ev_per_a": 4.33,
  "charge": 0,
  "orbital_gap_ev": 7.56,
  "lumo_energy_ev": -2.6
}

=====

Entry 2:
{
  "formula": "C3H3Cl3O",
  "method": "the ωB97M-V functional and the def2-TZVPD basis",
  "symbols": ["C", "C", "C", "O", "Cl", "Cl", "Cl", "H", "H", "H"],
  "coordinates": [[1.349, -1.155, 0.364], [1.066, -0.506, -0.893], [-1.514, 0.704, 0.868], [1.509, -1.250, 1.533], [-2.310, -0.261, -0.318], [-2.667, 1.363, 2.028], [-0.668, 2.090, 0.119], [1.103, 0.609, -0.855], [0.154, -0.831, -1.408], [1.977, -0.762, -1.437]],
  "atomic_forces_ev_per_a": [[-0.496, -3.187, 0.636], [1.066, 2.223, -0.102], [-1.194, 2.213, -0.660], [-0.114, 1.553, -0.415], [0.256, -0.416, 0.209], [0.688, -0.728, 0.037], [-0.116, -0.785, 0.590], [-0.307, -0.418, -0.053], [0.500, -0.247, 0.378], [-0.283, -0.209, -0.619]],
  "mol_weight_g_mol": 161.42,
  "e_homo_ev": [-9.81, -6.38],
  "multiplicity": 1,
  "largest_force_ev_per_a": 3.29,
  "charge": 0,
  "orbital_gap_ev": [10.21, 4.44],
  "lumo_energy_ev": [0.4, -1.9]
}

=====

Entry 3:
{
  "formula": "C7H8INS",
  "method": "the ωB97M-V functional and the def2-TZVPD basis",
  "symbols": ["C", "C", "C", "C", "C", "C", "C", "N", "S", "I", "H", "H", "H", "H", "H", "H", "H", "H"],
  "coordinates": [[1.481, 1.180, 0.809], [0.351, 0.945, 1.602], [1.277, 1.259, -0.565], [-0.901, 0.728, 1.044], [0.055, 1.048, -1.186], [-1.065, 0.624, -0.325], [0.477, -2.348, -0.488], [-0.681, -1.764, -0.103], [-2.546, 0.361, -1.218], [-4.208, 0.005, 0.372], [2.422, 1.308, 1.236], [0.529, 1.209, 2.662], [2.146, 1.534, -1.299], [-1.779, 0.565, 1.607], [-0.009, 1.101, -2.213], [1.451, -2.090, 0.152], [0.625, -2.094, -1.579], [0.375, -3.572, -0.510]],
  "atomic_forces_ev_per_a": [[-2.406, -0.559, -0.911], [1.108, 1.350, 0.530], [1.755, 0.497, -2.252], [0.383, -0.215, -0.541], [-1.033, -1.282, 4.152], [2.080, 2.255, -1.721], [2.404, -2.559, -0.652], [-0.986, -0.560, 0.868], [0.175, 0.060, -0.503], [-0.387, -0.138, 0.387], [1.371, 0.375, 0.628], [-0.673, -0.870, -0.444], [-1.507, -0.538, 1.671], [-0.551, -0.091, 0.992], [-0.394, 0.114, -2.037], [-1.943, -0.335, -1.242], [0.392, -0.090, 0.791], [0.211, 2.587, 0.283]],
  "mol_weight_g_mol": 265.12,
  "e_homo_ev": [-7.95, -8.08],
  "multiplicity": 3,
  "largest_force_ev_per_a": 4.47,
  "charge": 0,
  "orbital_gap_ev": [7.70, 7.83],
  "lumo_energy_ev": [-0.2, -0.3]
}

=====

Entry 4:
{
  "formula": "C4H13N5S",
  "method": "the ωB97M-V functional and the def2-TZVPD basis",
  "symbols": ["C", "C", "C", "C", "N", "N", "N", "N", "N", "S", "H", "H", "H", "H", "H", "H", "H", "H", "H", "H", "H", "H", "H"],
  "coordinates": [[2.239, 0.220, -0.356], [-0.816, -1.065, 0.648], [1.082, -2.483, -0.384], [0.276, -1.182, -0.457], [3.045, 1.434, -0.324], [0.995, 0.049, -0.500], [-3.339, 2.033, -0.493], [2.986, 2.376, 0.595], [-2.329, 1.427, -0.755], [3.906, -0.273, -0.229], [-1.738, -0.546, 0.345], [-1.033, -2.123, 0.876], [-0.627, -0.721, 1.688], [0.406, -3.252, -0.381], [1.640, -2.150, 0.543], [1.864, -2.454, -1.166], [-0.297, -1.191, -1.469], [3.138, 1.801, -1.277], [-4.223, 2.312, -1.001], [-3.124, 2.592, 0.392], [3.834, 3.017, 0.716], [2.755, 2.068, 1.575], [-2.163, 1.015, -1.679]],
  "atomic_forces_ev_per_a": [[-2.257, -0.948, 0.065], [-0.333, -1.378, 0.703], [2.730, 4.995, 0.971], [-2.241, -0.163, -1.973], [0.440, -1.641, -2.291], [3.274, 1.660, 0.554], [0.239, 2.545, 1.814], [0.772, 2.631, 3.916], [1.268, -0.231, -0.532], [-0.550, 0.455, 0.058], [0.417, -0.396, -0.116], [-0.628, 0.335, -0.324], [0.894, 0.367, -0.910], [-0.867, -2.290, 0.321], [-0.364, -2.023, -0.206], [-0.728, -0.614, 0.047], [0.681, 0.103, 1.503], [0.258, 0.141, 0.266], [0.838, -0.890, -0.300], [-1.451, -0.853, -0.698], [-1.256, -1.355, -0.920], [-0.041, -0.107, -1.576], [-1.094, -0.342, -0.372]],
  "mol_weight_g_mol": 163.25,
  "e_homo_ev": -16.70,
  "multiplicity": 1,
  "largest_force_ev_per_a": 5.77,
  "charge": 2,
  "orbital_gap_ev": 7.14,
  "lumo_energy_ev": -9.6
}

=====

Question: Which value of charge does entry 1 give?
Answer: 0

=====

Question: Among the records above, which one has the highest charge?
Answer: C4H13N5S